117
Properties=species:S:1:pos:R:3:mulliken_charge:R:1 method="wB97M-V/def2-TZVPD" multiplicity=4 orbital_gap_ev="6.790 / 4.464" total_charge=+2 relative_energy_kcal_mol=74.22 total_energy_ha=-4289.16019 homo_ev="-12.866 / -13.669"
Tc 0.152 -0.323 1.562 -0.11
C 5.574 0.306 5.970 -1.95
C 5.527 0.741 4.492 1.26
C 6.654 -0.073 3.786 -1.51
C 5.857 2.285 4.419 -1.31
C 4.238 0.323 3.800 0.66
C 3.086 -0.113 4.445 -0.84
C 1.976 -0.446 3.706 -0.55
N 1.899 -0.252 2.409 -0.06
C 2.896 0.494 1.776 -0.92
C 4.092 0.623 2.405 -0.46
C 2.556 1.048 0.443 0.58
C 3.453 1.862 -0.281 -0.41
C 3.084 2.463 -1.489 0.21
C 1.775 2.173 -1.933 -0.97
C 0.956 1.340 -1.163 -0.85
N 1.338 0.768 0.010 0.67
C 4.003 3.359 -2.303 1.99
C 5.388 2.676 -2.557 -1.72
C 4.277 4.678 -1.475 -1.55
C 3.485 3.730 -3.701 -2.00
H 6.532 0.425 6.464 0.40
H 5.396 -0.776 6.042 0.41
H 4.833 0.905 6.500 0.39
H 7.614 0.061 4.252 0.47
H 6.729 0.173 2.686 0.25
H 6.427 -1.135 3.914 0.43
H 6.803 2.540 4.880 0.42
H 5.037 2.782 5.005 0.36
H 5.824 2.754 3.411 0.26
H 2.962 -0.345 5.523 0.42
H 1.099 -0.902 4.199 0.64
H 4.817 1.291 1.952 0.42
H 4.509 1.818 0.113 0.39
H 1.379 2.659 -2.811 0.61
H -0.070 1.039 -1.507 0.32
H 5.981 2.368 -1.739 0.35
H 6.042 3.332 -3.080 0.51
H 5.279 1.811 -3.228 0.41
H 4.890 4.476 -0.626 0.39
H 3.310 5.062 -1.094 0.36
H 4.717 5.450 -2.128 0.43
H 3.245 2.833 -4.350 0.40
H 4.328 4.175 -4.220 0.48
H 2.623 4.433 -3.777 0.35
O -4.483 -0.312 0.909 -0.55
H -4.312 0.329 0.194 0.33
H -5.425 -0.154 1.208 0.29
S -1.326 4.026 1.417 0.04
C -0.742 3.633 2.956 -0.52
C -0.732 2.258 3.144 -0.72
N -0.989 1.500 2.042 0.43
C -1.467 2.312 1.071 -0.48
H -0.451 4.413 3.636 0.45
H -0.542 1.765 4.103 0.48
H -1.777 1.953 0.136 0.48
C -3.140 -4.560 2.964 -1.38
N -2.881 -3.159 3.165 0.23
C -4.008 -2.301 3.506 -0.86
C -1.615 -2.658 2.836 0.25
N -1.451 -1.524 2.125 0.34
N -0.540 -3.381 3.112 0.36
C -0.556 -4.369 4.226 -0.99
C 0.746 -3.194 2.411 -0.33
H -3.948 -4.691 2.215 0.40
H -3.395 -5.149 3.861 0.41
H -2.239 -5.019 2.501 0.45
H -4.854 -2.969 3.683 0.42
H -4.169 -1.500 2.815 0.20
H -3.788 -1.898 4.521 0.31
H -2.384 -1.204 1.818 -0.39
H -1.555 -4.681 4.522 0.37
H -0.081 -3.863 5.129 0.30
H 0.023 -5.281 3.953 0.33
H 0.928 -4.029 1.735 0.34
H 1.547 -3.037 3.112 0.55
H 0.725 -2.269 1.750 -0.14
F -6.234 1.735 -3.967 -0.22
C -5.788 1.507 -2.705 0.42
F -6.480 2.239 -1.840 -0.19
F -6.083 0.202 -2.460 -0.23
S -3.918 1.725 -2.552 1.14
O -3.676 1.404 -1.112 -0.56
O -3.319 0.835 -3.557 -0.66
N -3.801 3.213 -2.992 -0.47
S -3.485 4.610 -2.344 0.97
O -4.149 5.658 -3.077 -0.62
O -3.388 4.548 -0.906 -0.60
C -1.657 4.931 -2.689 0.65
F -1.085 5.855 -1.938 -0.20
F -1.468 5.232 -4.021 -0.24
F -0.985 3.720 -2.549 -0.23
C -3.013 -3.702 -6.253 -2.10
C -3.680 -3.088 -4.969 2.25
C -4.340 -1.749 -5.167 -1.77
C -4.754 -4.051 -4.369 -1.53
C -2.560 -2.963 -3.897 0.46
C -1.281 -3.496 -4.113 -0.67
C -0.252 -3.371 -3.199 -1.49
C -0.477 -2.733 -1.956 0.56
O 0.419 -2.326 -1.003 -0.49
B -0.410 -1.407 -0.099 0.90
O -1.779 -1.535 -0.564 0.64
C -1.777 -2.198 -1.762 -0.09
C -2.820 -2.314 -2.679 -0.24
H -3.749 -3.688 -7.043 0.40
H -2.741 -4.744 -6.108 0.47
H -2.102 -3.177 -6.582 0.50
H -5.133 -1.769 -5.905 0.49
H -3.653 -0.959 -5.379 0.45
H -4.867 -1.498 -4.263 0.33
H -5.511 -4.322 -5.148 0.41
H -5.250 -3.528 -3.538 0.34
H -4.243 -4.935 -3.994 0.40
H -1.144 -4.067 -5.011 0.62
H 0.767 -3.734 -3.459 0.47
H -3.823 -1.943 -2.308 0.30